Record 1
# C16H28N4

4 unconnected molecules or ions with the total composition C16H28N4 at a distorted geometry (ωB97M-V/def2-TZVPD, OMol25).

The geometry in XYZ format:
```
48
Properties=species:S:1:pos:R:3:lowdin_charge:R:1
C 0.00 2.80 -0.67 -0.091
C -1.19 2.90 -1.59 -0.277
C -2.28 1.87 -1.33 -0.187
C -2.90 2.04 -0.01 -0.229
N -3.32 2.09 1.06 0.163
H 0.45 1.82 -0.76 0.058
H -0.37 2.93 0.35 0.076
H 0.66 3.63 -0.89 0.083
H -0.90 2.84 -2.65 0.095
H -1.61 3.91 -1.55 0.118
H -1.86 0.86 -1.34 0.111
H -3.07 1.93 -2.07 0.119
C 1.71 -0.81 0.81 -0.112
C 1.45 -2.16 1.45 -0.257
C 2.49 -2.54 2.52 -0.192
C 2.66 -1.48 3.51 -0.259
N 2.81 -0.65 4.29 0.151
H 2.01 -0.11 1.59 0.071
H 0.82 -0.40 0.33 0.047
H 2.57 -0.81 0.13 0.079
H 1.43 -2.99 0.73 0.110
H 0.48 -2.14 1.95 0.066
H 3.46 -2.69 2.05 0.120
H 2.20 -3.45 3.03 0.106
C -1.01 -0.06 2.52 -0.106
C -2.24 -0.89 2.86 -0.252
C -2.22 -1.47 4.27 -0.184
C -1.09 -2.38 4.47 -0.215
N -0.20 -3.09 4.59 0.168
H -0.83 0.73 3.25 0.095
H -1.08 0.43 1.55 0.046
H -0.10 -0.67 2.56 0.025
H -2.34 -1.71 2.14 0.113
H -3.14 -0.27 2.77 0.097
H -3.15 -2.03 4.41 0.119
H -2.21 -0.69 5.04 0.124
C 1.18 -0.59 -3.10 -0.101
C 0.98 -0.48 -4.61 -0.260
C 0.46 0.88 -5.09 -0.197
C 1.46 1.91 -4.91 -0.247
N 2.25 2.71 -4.69 0.152
H 0.27 -0.32 -2.56 0.059
H 1.95 0.12 -2.81 0.075
H 1.42 -1.63 -2.89 0.075
H 0.31 -1.25 -4.99 0.108
H 1.93 -0.65 -5.11 0.114
H -0.42 1.21 -4.53 0.106
H 0.10 0.81 -6.12 0.118
```

Calculated values
M: 276.43 Da
Structure (SMILES): CCCC#N.CCCC#N.CCCC#N.CCCC#N
LUMO level: 0.3 eV
Energy relative to the best compared isomer or geometry (same formula, charge and spin): 5.7 kcal/mol
Electronic energy: -845.439948 Eh
Gap between HOMO and LUMO: 11.49 eV


Record 2
# C16H28N4O3

C16H28N4O3 in the gas phase (ωB97M-V/def2-TZVPD, OMol25).

The geometry in XYZ format:
```
51
Properties=species:S:1:pos:R:3:lowdin_charge:R:1
C -4.56 1.10 -0.38 -0.109
C -4.69 0.79 1.11 -0.260
C -3.34 0.58 1.79 -0.184
C -2.51 1.86 1.84 -0.133
N -1.27 1.65 2.57 0.065
C -0.17 1.18 1.87 -0.352
C 1.04 0.96 2.61 -0.052
C 2.18 0.48 1.99 0.001
N 2.28 0.25 0.70 0.053
C 3.38 -0.40 0.04 -0.173
C 3.08 -1.88 -0.22 -0.153
H 3.91 -2.30 -0.79 0.102
H 3.02 -2.42 0.72 0.114
C 1.76 -2.05 -0.98 -0.203
N 1.66 -1.12 -2.09 -0.204
C 2.41 -1.53 -3.27 -0.243
H 3.40 -1.84 -2.93 0.109
H 2.54 -0.65 -3.90 0.108
C 1.80 -2.66 -4.11 -0.075
H 0.86 -2.35 -4.56 0.064
H 1.61 -3.54 -3.50 0.065
H 2.49 -2.94 -4.90 0.073
C 0.29 -0.68 -2.36 -0.256
C 0.24 0.51 -3.30 -0.078
H -0.76 0.93 -3.30 0.073
H 0.49 0.23 -4.32 0.063
H 0.94 1.28 -2.97 0.078
H -0.34 -1.49 -2.75 0.116
H -0.14 -0.37 -1.40 0.090
H 0.94 -1.85 -0.29 0.116
H 1.67 -3.10 -1.30 0.116
H 4.28 -0.30 0.66 0.124
H 3.55 0.10 -0.91 0.120
H 3.05 0.29 2.61 0.150
C 1.10 1.21 4.04 -0.440
O 2.08 1.04 4.74 0.065
N -0.09 1.67 4.58 0.207
C -1.27 1.91 3.93 -0.472
O -2.25 2.31 4.51 0.097
H -0.09 1.86 5.57 0.170
O -0.28 0.95 0.66 0.040
H 1.43 0.42 0.15 0.113
H -2.24 2.18 0.83 0.118
H -3.06 2.65 2.35 0.130
H -3.51 0.25 2.82 0.115
H -2.78 -0.19 1.27 0.113
H -5.28 -0.12 1.23 0.104
H -5.23 1.60 1.60 0.109
H -5.55 1.12 -0.85 0.068
H -3.97 0.34 -0.88 0.072
H -4.09 2.06 -0.54 0.065
```

Calculated values
M: 324.42 Da
Structure (SMILES): CCCCN1C(=O)NC(=O)/C(=C/NCCCN(CC)CC)C1=O
LUMO level: 0.5 eV
Energy relative to the best compared isomer or geometry (same formula, charge and spin): 0.7 kcal/mol
Electronic energy: -1071.302981 Eh
Gap between HOMO and LUMO: 9.14 eV


Record 3
# C16H28N4O3SeSi2V

A molecular structure, C16H28N4O3SeSi2V at a distorted geometry (ωB97M-V/def2-TZVPD, OMol25).

The geometry in XYZ format:
```
55
Properties=species:S:1:pos:R:3:lowdin_charge:R:1
V -0.28 -0.81 0.38 0.563
N -0.50 -0.88 2.99 -0.051
C -0.41 -2.33 3.10 -0.254
C 0.68 -2.87 2.18 -0.552
O 1.41 -3.79 2.57 -0.025
N 0.77 -2.27 0.99 -0.121
C 1.92 -2.65 0.21 -0.138
C 2.47 -1.39 -0.52 -0.690
O 3.56 -1.47 -1.09 -0.033
O 1.73 -0.38 -0.45 -0.099
H 0.02 -0.40 3.72 0.068
H -1.47 -0.57 2.99 0.019
H -1.35 -2.76 2.75 0.026
H -0.22 -2.68 4.13 0.108
H 1.68 -3.42 -0.54 0.106
H 2.71 -3.06 0.86 0.118
C 2.52 0.33 2.45 -0.151
Si 1.26 1.63 1.81 0.489
C 2.22 2.88 0.72 -0.162
C 0.68 2.58 3.40 -0.190
N -0.06 1.00 0.91 -0.189
C -0.82 1.73 0.06 -0.327
C -1.19 3.06 0.27 -0.070
C -1.86 3.77 -0.71 -0.150
C -2.19 3.16 -1.91 -0.147
C -1.88 1.83 -2.12 -0.059
C -1.19 1.08 -1.16 -0.333
N -0.77 -0.19 -1.33 -0.238
Si -1.14 -1.16 -2.72 0.445
C -3.00 -1.58 -2.90 -0.201
C -0.56 -0.37 -4.38 -0.181
C -0.17 -2.78 -2.47 -0.167
H 3.48 0.47 1.96 0.031
H 2.18 -0.67 2.22 0.002
H 2.67 0.39 3.52 0.015
H 2.92 3.48 1.29 0.009
H 1.53 3.55 0.21 0.009
H 2.76 2.34 -0.05 0.022
H 1.41 2.52 4.19 0.001
H -0.26 2.19 3.77 0.008
H 0.52 3.64 3.19 0.001
H -0.94 3.53 1.21 0.087
H -2.12 4.81 -0.54 0.076
H -2.70 3.72 -2.69 0.077
H -2.16 1.35 -3.05 0.074
H -3.62 -0.71 -2.72 0.013
H -3.27 -2.31 -2.15 -0.027
H -3.24 -1.98 -3.89 0.007
H -1.38 0.08 -4.93 0.004
H -0.12 -1.13 -5.03 0.006
H 0.18 0.40 -4.21 0.021
H -0.41 -3.17 -1.48 0.010
H 0.90 -2.60 -2.52 0.025
H -0.42 -3.54 -3.21 0.019
Se -2.50 -1.59 0.71 0.096
```

Calculated values
M: 510.50 Da
LUMO level (alpha / beta): 5.0 / 5.0 eV
Energy relative to the best compared isomer or geometry (same formula, charge and spin): 34.9 kcal/mol
Charge: -2
Electronic energy: -4995.893567 Eh
Gap between HOMO and LUMO (alpha / beta): 5.48 / 5.66 eV
Multiplicity: 2


Record 4
# C16H28S2Si4

C16H28S2Si4 in the gas phase at a distorted geometry (ωB97M-V/def2-TZVPD, OMol25).

The geometry in XYZ format:
```
50
Properties=species:S:1:pos:R:3:lowdin_charge:R:1
S 0.20 -0.64 -1.34 0.814
S -0.86 1.29 -0.52 0.813
C 0.35 -2.54 0.44 -0.223
C -1.08 1.33 2.07 -0.196
C 1.54 -1.85 0.49 -0.243
C 0.19 1.99 1.76 -0.171
C -0.58 -1.98 -0.41 -0.538
C -1.75 0.78 1.03 -0.482
C 1.70 -0.76 -0.33 -0.521
C 0.47 1.97 0.43 -0.616
C -2.78 -3.77 0.53 -0.234
C -3.07 -2.45 -2.14 -0.187
C -3.77 -1.17 2.46 -0.208
C -4.37 0.55 -0.09 -0.219
C 3.53 0.40 -2.49 -0.212
C 4.68 -0.03 0.44 -0.201
C 3.37 3.28 0.73 -0.234
C 1.95 3.51 -1.89 -0.183
Si -2.43 -2.24 -0.34 0.463
Si -3.19 -0.43 0.91 0.462
Si 3.20 0.39 -0.66 0.535
Si 2.06 2.46 -0.36 0.483
H 0.11 -3.36 1.15 0.117
H -1.60 1.41 3.06 0.111
H 2.21 -2.06 1.30 0.097
H 0.93 2.45 2.41 0.096
H -3.82 -4.01 0.29 0.049
H -2.54 -3.52 1.58 0.033
H -2.03 -4.51 0.21 0.053
H -2.82 -3.29 -2.77 0.029
H -4.14 -2.24 -2.22 0.023
H -2.67 -1.61 -2.66 -0.007
H -4.12 -2.16 2.17 0.014
H -2.99 -1.18 3.25 0.058
H -4.64 -0.70 2.89 0.032
H -3.76 0.91 -0.88 0.000
H -4.89 1.41 0.39 0.050
H -5.21 -0.05 -0.46 0.032
H 4.48 -0.10 -2.64 0.024
H 2.79 -0.09 -3.07 0.014
H 3.68 1.45 -2.80 0.015
H 5.49 0.70 0.28 0.031
H 4.96 -1.04 0.10 0.034
H 4.54 -0.12 1.53 0.033
H 4.21 3.28 0.01 0.034
H 2.97 4.28 1.09 0.058
H 3.77 2.74 1.56 0.007
H 0.96 3.84 -1.85 -0.005
H 2.58 4.34 -1.68 0.011
H 2.16 3.15 -2.93 0.058
```

Calculated values
M: 396.88 Da
LUMO level: 0.4 eV
Energy relative to the best compared isomer or geometry (same formula, charge and spin): 7.1 kcal/mol
Electronic energy: -2580.749105 Eh
Gap between HOMO and LUMO: 6.84 eV


Record 5
# C16H29BFN6O3S

4 unconnected molecules or ions with the total composition C16H29BFN6O3S at a distorted geometry (ωB97M-V/def2-TZVPD, OMol25).

The geometry in XYZ format:
```
57
Properties=species:S:1:pos:R:3:lowdin_charge:R:1
C 2.11 1.42 1.66 -0.023
N 3.01 2.41 0.97 -0.095
C 3.82 2.08 -0.17 0.081
C 4.57 3.40 -0.46 0.083
N 4.09 4.33 0.56 0.086
B 4.66 5.74 0.60 -0.497
N 6.10 5.99 0.24 0.167
O 3.90 6.91 0.97 0.098
C 3.11 3.76 1.47 -0.111
S 2.24 4.52 2.90 0.867
O 1.75 5.90 2.67 -0.239
O 3.25 4.50 4.04 -0.266
F 0.90 3.61 3.39 -0.179
H 2.23 1.63 2.79 0.111
H 2.48 0.36 1.50 0.121
H 1.06 1.62 1.29 0.088
H 3.94 1.10 -0.73 0.157
H 5.31 3.57 -1.30 0.156
H 6.62 5.10 0.15 0.071
H 6.49 6.47 1.07 0.106
H 4.15 7.08 1.91 0.125
C 0.51 3.73 -2.66 -0.112
C 0.74 2.54 -3.58 -0.264
C -0.19 1.36 -3.26 -0.169
C 0.05 0.89 -1.86 -0.181
N 0.24 0.51 -0.76 0.141
H 0.73 3.49 -1.61 0.052
H 1.17 4.56 -2.94 0.073
H -0.52 4.09 -2.72 0.084
H 1.78 2.22 -3.50 0.104
H 0.57 2.85 -4.61 0.116
H 0.00 0.54 -3.95 0.115
H -1.24 1.66 -3.36 0.126
C -2.66 -2.19 -0.82 -0.116
C -3.07 -3.47 -1.55 -0.275
C -1.89 -4.22 -2.15 -0.183
C -1.18 -3.35 -3.15 -0.207
N -0.63 -2.66 -3.93 0.118
H -2.19 -1.48 -1.51 0.048
H -3.53 -1.70 -0.39 0.074
H -1.95 -2.41 -0.02 0.074
H -3.79 -3.21 -2.34 0.117
H -3.59 -4.12 -0.85 0.059
H -2.23 -5.13 -2.65 0.115
H -1.18 -4.51 -1.37 0.115
C -5.20 -5.04 3.07 -0.113
C -4.46 -6.37 3.18 -0.269
C -3.29 -6.49 2.20 -0.181
C -3.81 -6.39 0.79 -0.190
N -4.21 -6.31 -0.32 0.148
H -5.66 -4.92 2.09 0.070
H -6.00 -4.99 3.81 0.075
H -4.52 -4.20 3.24 0.075
H -5.17 -7.19 3.02 0.115
H -4.07 -6.48 4.20 0.110
H -2.79 -7.44 2.32 0.116
H -2.56 -5.69 2.37 0.114
```

Calculated values
M: 415.32 Da
LUMO level: -5.2 eV
Charge: +1
Electronic energy: -1703.904749 Eh
Gap between HOMO and LUMO: 7.73 eV


Please write out number 5 again, unchanged.
# C16H29BFN6O3S

4 unconnected molecules or ions with the total composition C16H29BFN6O3S at a distorted geometry (ωB97M-V/def2-TZVPD, OMol25).

The geometry in XYZ format:
```
57
Properties=species:S:1:pos:R:3:lowdin_charge:R:1
C 2.11 1.42 1.66 -0.023
N 3.01 2.41 0.97 -0.095
C 3.82 2.08 -0.17 0.081
C 4.57 3.40 -0.46 0.083
N 4.09 4.33 0.56 0.086
B 4.66 5.74 0.60 -0.497
N 6.10 5.99 0.24 0.167
O 3.90 6.91 0.97 0.098
C 3.11 3.76 1.47 -0.111
S 2.24 4.52 2.90 0.867
O 1.75 5.90 2.67 -0.239
O 3.25 4.50 4.04 -0.266
F 0.90 3.61 3.39 -0.179
H 2.23 1.63 2.79 0.111
H 2.48 0.36 1.50 0.121
H 1.06 1.62 1.29 0.088
H 3.94 1.10 -0.73 0.157
H 5.31 3.57 -1.30 0.156
H 6.62 5.10 0.15 0.071
H 6.49 6.47 1.07 0.106
H 4.15 7.08 1.91 0.125
C 0.51 3.73 -2.66 -0.112
C 0.74 2.54 -3.58 -0.264
C -0.19 1.36 -3.26 -0.169
C 0.05 0.89 -1.86 -0.181
N 0.24 0.51 -0.76 0.141
H 0.73 3.49 -1.61 0.052
H 1.17 4.56 -2.94 0.073
H -0.52 4.09 -2.72 0.084
H 1.78 2.22 -3.50 0.104
H 0.57 2.85 -4.61 0.116
H 0.00 0.54 -3.95 0.115
H -1.24 1.66 -3.36 0.126
C -2.66 -2.19 -0.82 -0.116
C -3.07 -3.47 -1.55 -0.275
C -1.89 -4.22 -2.15 -0.183
C -1.18 -3.35 -3.15 -0.207
N -0.63 -2.66 -3.93 0.118
H -2.19 -1.48 -1.51 0.048
H -3.53 -1.70 -0.39 0.074
H -1.95 -2.41 -0.02 0.074
H -3.79 -3.21 -2.34 0.117
H -3.59 -4.12 -0.85 0.059
H -2.23 -5.13 -2.65 0.115
H -1.18 -4.51 -1.37 0.115
C -5.20 -5.04 3.07 -0.113
C -4.46 -6.37 3.18 -0.269
C -3.29 -6.49 2.20 -0.181
C -3.81 -6.39 0.79 -0.190
N -4.21 -6.31 -0.32 0.148
H -5.66 -4.92 2.09 0.070
H -6.00 -4.99 3.81 0.075
H -4.52 -4.20 3.24 0.075
H -5.17 -7.19 3.02 0.115
H -4.07 -6.48 4.20 0.110
H -2.79 -7.44 2.32 0.116
H -2.56 -5.69 2.37 0.114
```

Calculated values
M: 415.32 Da
LUMO level: -5.2 eV
Charge: +1
Electronic energy: -1703.904749 Eh
Gap between HOMO and LUMO: 7.73 eV


Question: Which of these has the lowest M?
Answer: C16H28N4


Copy entry 2 word for word.
# C16H28N4O3

C16H28N4O3 in the gas phase (ωB97M-V/def2-TZVPD, OMol25).

The geometry in XYZ format:
```
51
Properties=species:S:1:pos:R:3:lowdin_charge:R:1
C -4.56 1.10 -0.38 -0.109
C -4.69 0.79 1.11 -0.260
C -3.34 0.58 1.79 -0.184
C -2.51 1.86 1.84 -0.133
N -1.27 1.65 2.57 0.065
C -0.17 1.18 1.87 -0.352
C 1.04 0.96 2.61 -0.052
C 2.18 0.48 1.99 0.001
N 2.28 0.25 0.70 0.053
C 3.38 -0.40 0.04 -0.173
C 3.08 -1.88 -0.22 -0.153
H 3.91 -2.30 -0.79 0.102
H 3.02 -2.42 0.72 0.114
C 1.76 -2.05 -0.98 -0.203
N 1.66 -1.12 -2.09 -0.204
C 2.41 -1.53 -3.27 -0.243
H 3.40 -1.84 -2.93 0.109
H 2.54 -0.65 -3.90 0.108
C 1.80 -2.66 -4.11 -0.075
H 0.86 -2.35 -4.56 0.064
H 1.61 -3.54 -3.50 0.065
H 2.49 -2.94 -4.90 0.073
C 0.29 -0.68 -2.36 -0.256
C 0.24 0.51 -3.30 -0.078
H -0.76 0.93 -3.30 0.073
H 0.49 0.23 -4.32 0.063
H 0.94 1.28 -2.97 0.078
H -0.34 -1.49 -2.75 0.116
H -0.14 -0.37 -1.40 0.090
H 0.94 -1.85 -0.29 0.116
H 1.67 -3.10 -1.30 0.116
H 4.28 -0.30 0.66 0.124
H 3.55 0.10 -0.91 0.120
H 3.05 0.29 2.61 0.150
C 1.10 1.21 4.04 -0.440
O 2.08 1.04 4.74 0.065
N -0.09 1.67 4.58 0.207
C -1.27 1.91 3.93 -0.472
O -2.25 2.31 4.51 0.097
H -0.09 1.86 5.57 0.170
O -0.28 0.95 0.66 0.040
H 1.43 0.42 0.15 0.113
H -2.24 2.18 0.83 0.118
H -3.06 2.65 2.35 0.130
H -3.51 0.25 2.82 0.115
H -2.78 -0.19 1.27 0.113
H -5.28 -0.12 1.23 0.104
H -5.23 1.60 1.60 0.109
H -5.55 1.12 -0.85 0.068
H -3.97 0.34 -0.88 0.072
H -4.09 2.06 -0.54 0.065
```

Calculated values
M: 324.42 Da
Structure (SMILES): CCCCN1C(=O)NC(=O)/C(=C/NCCCN(CC)CC)C1=O
LUMO level: 0.5 eV
Energy relative to the best compared isomer or geometry (same formula, charge and spin): 0.7 kcal/mol
Electronic energy: -1071.302981 Eh
Gap between HOMO and LUMO: 9.14 eV


Question: electronic energy of number 1 (C16H28N4)?
Answer: -845.439948 Eh